Entry from OMol25: a cluster of 2 separate species, C4H2O2 in total at a distorted geometry (the ωB97M-V functional and the def2-TZVPD basis).

Element x y z (Å)
O 2.07 1.32 -1.62
O 1.71 1.81 0.59
C -0.55 0.87 -0.43
C -1.28 -1.42 0.53
C 1.82 1.53 -0.51
C -0.90 -0.27 -0.02
H -0.63 -1.87 1.33
H -2.25 -1.98 0.13

Computed properties:
Lowest unoccupied orbital energy: -2.1 eV
HOMO-LUMO gap: 8.33 eV
Energy above the lowest of the compared OMol25 structures with the same formula, charge and spin: 189.9 kJ/mol
DFT total energy: -8270.5601 eV


Entry from OMol25: an isolated molecule of C4H8O2 at a distorted geometry (the ωB97M-V functional and the def2-TZVPD basis).

Element x y z (Å)
O 0.10 0.64 1.77
O -0.76 -1.05 -0.45
C -1.11 -0.12 -1.45
C 0.28 1.19 0.48
C 0.43 -0.61 0.01
C 0.61 -0.66 1.51
H -0.42 -0.18 -2.31
H 0.04 -1.41 2.05
H 1.67 -0.73 1.77
H -2.14 -0.35 -1.76
H 1.27 1.57 0.24
H 1.27 -0.78 -0.69
H -0.37 2.12 0.48
H -0.75 0.83 -0.83

Computed properties:
Lowest unoccupied orbital energy: 1.1 eV
HOMO-LUMO gap: 10.04 eV
SMILES: COC1COC1
Energy above the lowest of the compared OMol25 structures with the same formula, charge and spin: 464.1 kJ/mol
DFT total energy: -8368.4717 eV


Entry from OMol25: a cluster of 8 separate species, C32H40F24O16 in total at a distorted geometry (the ωB97M-V functional and the def2-TZVPD basis).

Element x y z (Å)
F 8.66 -1.83 0.90
F 0.66 1.89 -4.88
F -3.10 -3.85 3.86
F 1.48 1.03 1.86
F -4.11 1.26 4.23
F -6.06 1.73 5.03
F -6.81 -4.16 0.73
F 1.58 -0.82 0.70
F 10.31 -2.31 -0.49
F -0.92 6.37 -3.71
F -5.14 3.13 3.60
F 8.88 -3.77 0.09
F -5.27 -3.88 2.26
F -3.08 -0.94 1.05
F -2.93 1.18 1.69
F -1.74 -2.13 3.86
F -3.91 -1.88 3.98
F -0.12 4.59 -4.76
F -1.23 -0.19 1.81
F -5.43 -5.69 0.99
F 1.05 -0.92 2.83
F 1.28 1.36 -6.86
F 2.70 2.18 -5.50
F -0.87 4.44 -2.75
O 4.12 0.24 1.91
O -5.11 -2.91 -0.91
O -5.84 -0.16 2.58
O 2.38 -0.24 -3.97
O -0.52 0.68 -0.52
O 1.93 -0.96 -6.10
O -2.76 0.87 -1.17
O -6.42 1.90 1.74
O -3.24 -1.57 6.47
O 8.39 -2.28 -2.48
O 3.53 -1.58 3.02
O -2.40 -3.75 6.52
O -3.39 -4.14 0.07
O 2.22 4.85 -3.16
O 1.21 6.67 -2.20
O 6.80 -1.99 -0.91
C 5.79 -2.49 2.49
C 9.06 -2.51 -0.20
C 4.80 -1.91 3.48
C -2.74 -2.74 5.91
C 1.83 -0.28 1.95
C -6.09 1.11 -0.55
C -5.57 -4.36 1.01
C -0.05 1.48 -1.59
C -5.30 1.82 3.91
C -7.10 1.43 0.57
C 8.10 -2.23 -1.32
C 4.59 -1.12 -1.05
C -4.57 -3.83 0.01
C 2.44 7.33 -1.95
C -2.27 0.16 1.08
C -2.89 -2.64 4.37
C 1.66 1.37 -5.58
C 3.26 -0.47 2.33
C -3.90 0.03 8.16
C -4.37 -2.34 -1.99
C -4.19 -3.25 -3.20
C 3.91 -2.50 -5.58
C -0.19 5.22 -3.56
C 2.40 -2.28 -5.83
C 1.22 5.56 -2.95
C -3.39 -1.41 7.94
C -1.90 0.57 -0.37
C 5.82 -1.57 -1.87
C 2.01 -0.01 -5.14
C 1.48 1.50 -1.52
C -5.97 1.07 2.72
C 2.06 8.74 -1.39
H 4.42 -2.20 -6.49
H 2.10 -2.88 -6.69
H -3.47 -4.05 -3.04
H 1.93 1.91 -2.43
H -0.35 0.93 -2.48
H 5.16 -0.99 3.93
H -2.40 -1.50 8.39
H 4.08 -3.56 -5.44
H 2.99 7.45 -2.88
H -7.77 2.24 0.29
H 4.29 -1.94 -4.71
H -0.41 2.51 -1.54
H -4.82 0.23 7.61
H -4.88 -1.44 -2.31
H 4.91 -0.28 -0.43
H 6.22 -0.70 -2.40
H -4.22 0.03 9.21
H -5.58 2.01 -0.90
H 1.91 0.52 -1.28
H 2.94 9.35 -1.17
H 4.23 -1.93 -0.42
H 3.83 -0.76 -1.76
H 1.46 8.66 -0.48
H -4.05 -2.74 -4.15
H 1.92 -2.68 -4.94
H 6.13 -1.78 1.75
H -7.72 0.55 0.73
H -6.65 0.82 -1.44
H -5.13 -3.75 -3.44
H 1.49 9.38 -2.07
H -4.11 -2.16 8.25
H 4.69 -2.64 4.27
H -3.43 -1.96 -1.60
H 1.76 2.03 -0.61
H 3.02 6.82 -1.18
H 5.24 -3.31 2.04
H -3.24 0.86 7.89
H 5.51 -2.38 -2.52
H 6.67 -2.85 3.02
H -5.39 0.32 -0.24

Computed properties:
Lowest unoccupied orbital energy: 0.4 eV
HOMO-LUMO gap: 11.29 eV
SMILES: CCOC(=O)C(F)(F)F.CCOC(=O)C(F)(F)F.CCOC(=O)C(F)(F)F.CCOC(=O)C(F)(F)F.CCOC(=O)C(F)(F)F.CCOC(=O)C(F)(F)F.CCOC(=O)C(F)(F)F.CCOC(=O)C(F)(F)F
Energy above the lowest of the compared OMol25 structures with the same formula, charge and spin: 299.8 kJ/mol
DFT total energy: -131812.3090 eV


Entry from OMol25: an isolated molecule of C20H25N3O3S at a distorted geometry (the ωB97M-V functional and the def2-TZVPD basis).

Element x y z (Å)
S 0.87 -2.71 -4.05
O 1.00 -3.84 -4.74
O -4.45 -1.05 0.31
O 1.94 -2.39 -3.10
N -2.13 -1.16 -0.25
N 0.89 -1.43 -5.01
N -1.65 0.49 1.80
C -3.36 -0.66 0.44
C 3.98 3.89 5.32
C -3.09 -0.14 1.87
C 0.50 2.57 1.97
C -1.83 -3.03 -3.93
C -0.12 2.23 0.83
C 3.14 4.64 4.82
C -0.91 0.69 2.84
C 2.34 4.44 3.71
C -3.02 -2.78 -3.38
C 3.57 2.24 3.53
C -0.89 -1.88 -1.91
C 0.55 1.08 2.83
C -2.16 -1.82 -1.24
C 4.35 2.62 4.61
C 2.08 2.92 1.59
C -3.21 -2.14 -2.20
C 2.71 3.18 3.10
C -0.90 -2.39 -3.26
C -1.57 1.75 0.98
H 0.18 3.13 2.80
H -2.12 2.75 1.38
H -4.39 -2.06 -1.72
H 1.70 5.14 3.31
H 0.89 0.40 2.30
H 1.61 -0.61 -4.86
H -3.91 0.51 2.06
H -1.41 -3.51 -4.88
H 0.16 -1.47 -1.42
H -3.80 -3.14 -3.89
H -0.34 3.19 0.06
H 0.98 1.31 3.83
H 0.06 1.56 0.12
H 5.04 1.66 5.22
H 2.64 2.12 1.23
H 4.49 4.10 6.17
H 3.86 1.39 2.98
H -1.60 1.37 3.52
H -1.29 -0.73 0.10
H 3.09 5.54 5.28
H -2.14 1.54 0.18
H -0.89 -0.13 3.53
H 1.85 3.65 1.13
H -3.03 -0.95 2.57
H 1.00 -1.61 -6.04

Computed properties:
Lowest unoccupied orbital energy: 0.2 eV
HOMO-LUMO gap: 8.55 eV
SMILES: NS(=O)(=O)c1cccc(NC(=O)CN2CCC(Cc3ccccc3)CC2)c1
Energy above the lowest of the compared OMol25 structures with the same formula, charge and spin: 1658.4 kJ/mol
DFT total energy: -42579.0153 eV